one) C6H16N2 | ωB97M-V/def2-TZVPD

Computed properties:
Orbital gap, eV: 9.21
SMILES: CN(C)CCCCN

Geometry (Å):
C: -0.80 0.10 0.32
N: -1.09 -1.05 1.09
C: 0.03 -1.78 1.78
C: -2.15 -1.12 2.14
C: -0.21 -0.19 -1.10
C: 1.22 -0.03 -1.48
C: 1.64 1.44 -1.03
N: 1.35 2.50 -2.03
H: -0.22 0.85 0.85
H: -1.76 0.68 0.14
H: 0.95 -2.05 1.28
H: -0.43 -2.76 2.12
H: 0.36 -1.28 2.69
H: -2.95 -0.38 1.84
H: -2.58 -2.13 2.19
H: -1.86 -1.05 3.15
H: -0.63 -1.31 -1.33
H: -0.77 0.38 -1.81
H: 1.81 -0.70 -0.77
H: 1.40 -0.15 -2.49
H: 0.95 1.64 -0.22
H: 2.65 1.48 -0.88
H: 2.18 3.01 -2.02
H: 0.63 3.14 -1.87

two) C6H16N2 | ωB97M-V/def2-TZVPD

Computed properties:
Orbital gap, eV: 6.01

Geometry (Å):
C: -0.18 0.76 -1.87
C: -0.19 0.27 -0.42
C: -1.64 -0.03 0.05
C: -1.80 -0.64 1.47
C: -1.77 -2.15 1.74
N: 0.63 -0.83 -0.05
C: 1.98 -0.33 -0.31
N: 2.67 2.18 -0.60
H: -0.39 -0.02 -2.61
H: -0.85 1.69 -1.87
H: 0.78 1.14 -2.15
H: 0.06 1.24 0.19
H: -2.24 0.84 -0.07
H: -1.92 -0.80 -0.69
H: -2.59 -0.08 2.01
H: -0.90 -0.29 2.07
H: -0.78 -2.37 1.41
H: -1.59 -2.50 2.76
H: -2.65 -2.47 1.26
H: 2.21 -0.47 -1.35
H: 2.76 -0.97 0.20
H: 2.13 0.89 -0.20
H: 3.35 2.43 -1.30
H: 2.92 2.53 0.31

Going by the energies, one) is most stable and the next is 422.5 kJ/mol up.

one) C8H19NO | ωB97M-V/def2-TZVPD

Computed properties:
Orbital gap, eV: 9.51
SMILES: CCN(C)C(C)=O.CCC

Geometry (Å):
C: -0.31 -1.80 -1.37
C: -1.27 -2.85 -0.77
C: -1.27 0.09 -0.04
C: 0.74 0.05 -3.11
C: -0.58 0.43 -2.55
O: -1.42 1.19 -2.97
N: -0.96 -0.47 -1.40
H: 0.67 -1.71 -0.71
H: -0.16 -2.01 -2.46
H: -0.89 -3.86 -0.82
H: -2.39 -2.90 -1.36
H: -2.49 -0.19 0.04
H: 1.25 -0.53 -2.38
H: -1.47 -2.54 0.17
H: -0.61 -0.11 0.73
H: -1.25 1.19 0.00
H: 0.61 -0.41 -4.05
H: 1.35 0.87 -3.71
C: 0.66 0.95 2.77
C: 1.99 0.85 2.01
C: 0.02 2.31 2.55
H: -0.04 0.16 2.38
H: 1.08 0.76 3.90
H: 2.86 1.26 2.56
H: 2.13 1.52 1.20
H: 0.74 3.16 2.69
H: -0.69 2.25 1.66
H: 2.32 -0.16 1.78
H: -0.64 2.52 3.27

two) C8H19NO | ωB97M-V/def2-TZVPD

Computed properties:
Orbital gap, eV: 9.79
SMILES: CCN(C)C(C)=O.CCC

Geometry (Å):
C: -1.70 -0.32 3.11
C: -0.96 0.92 2.86
C: -2.49 -0.98 1.97
H: -2.45 -0.18 3.93
H: -1.02 -0.99 3.55
H: -0.41 1.07 3.84
H: -0.04 0.71 2.22
H: -2.87 -2.08 2.26
H: -1.50 1.67 2.47
H: -1.84 -0.96 1.02
H: -3.34 -0.36 1.78
C: -0.36 -0.03 -0.68
C: -1.07 0.94 -1.69
C: 1.09 -0.19 -2.75
C: 3.40 -0.48 -1.40
C: 2.30 0.13 -0.69
O: 2.59 0.48 0.44
N: 1.03 0.28 -1.29
H: -0.54 0.11 0.40
H: -0.55 -0.94 -1.05
H: -0.60 1.89 -2.15
H: -1.76 1.69 -1.22
H: 1.13 -1.35 -2.91
H: 3.32 -0.11 -2.42
H: -1.53 0.38 -2.69
H: 0.29 0.31 -3.38
H: 2.15 0.49 -3.09
H: 4.54 -0.45 -1.15
H: 3.16 -1.67 -1.29

Going by the energies, one) is most stable and the next is 139.6 kJ/mol up.

one) C8H19NO | ωB97M-V/def2-TZVPD

Computed properties:
Orbital gap, eV: 9.70
SMILES: CCN(C)C(C)=O.CCC

Geometry (Å):
C: -0.22 1.40 0.51
C: 0.17 1.13 -0.99
C: -2.44 1.26 1.66
C: -0.44 -1.47 2.35
C: -0.44 0.02 2.38
O: 0.02 0.73 3.23
N: -1.24 0.59 1.28
H: 0.69 1.41 1.05
H: -0.53 2.47 0.50
H: 0.28 0.09 -0.83
H: 0.73 2.00 -1.32
H: -3.16 1.26 0.82
H: 0.43 -1.86 1.80
H: -0.66 1.28 -1.68
H: -3.09 0.78 2.42
H: -2.35 2.30 2.00
H: -0.54 -1.79 3.36
H: -1.28 -1.85 1.73
C: 0.91 -1.34 -3.01
C: 1.25 -0.25 -4.03
C: 2.09 -1.86 -2.12
H: 0.11 -1.01 -2.31
H: 0.53 -2.13 -3.66
H: 0.62 0.63 -3.88
H: 1.39 -0.60 -5.05
H: 2.97 -1.63 -2.78
H: 2.17 -1.44 -1.11
H: 2.27 0.15 -3.85
H: 2.06 -2.94 -2.12

two) C8H19NO | ωB97M-V/def2-TZVPD

Computed properties:
Orbital gap, eV: 9.84
SMILES: CCN(C)C(C)=O.CCC

Geometry (Å):
C: 0.13 -0.91 -0.59
C: 1.46 -1.42 -0.85
C: -0.56 -2.32 -2.34
C: -1.20 1.38 -1.71
C: -0.99 0.18 -2.70
O: -1.44 -0.01 -3.76
N: -0.32 -0.88 -2.02
H: -0.53 -1.65 0.06
H: 0.18 0.16 -0.16
H: 2.38 -0.55 -0.92
H: 1.82 -1.82 -1.93
H: -0.64 -2.94 -1.28
H: -0.95 2.29 -2.26
H: 1.72 -2.09 -0.12
H: -1.08 -2.68 -3.28
H: 0.36 -2.68 -2.75
H: -2.24 1.30 -1.55
H: -0.55 1.36 -0.80
C: -0.32 1.05 3.00
C: 1.10 0.36 3.07
C: -0.26 2.18 1.90
H: -1.09 0.33 2.73
H: -0.68 1.61 3.86
H: 1.89 1.10 3.03
H: 1.28 -0.39 2.28
H: 0.39 2.98 2.40
H: 0.14 1.86 0.93
H: 1.33 -0.23 3.99
H: -1.34 2.41 1.75

three) C8H19NO | ωB97M-V/def2-TZVPD

Computed properties:
Orbital gap, eV: 9.50
SMILES: CCN(C)C(C)=O.CCC

Geometry (Å):
C: 2.05 1.87 -0.55
C: 3.51 1.69 -0.61
C: 1.80 3.04 -1.52
H: 1.90 2.18 0.63
H: 1.28 1.04 -0.74
H: 4.02 2.57 -0.33
H: 3.88 1.07 0.26
H: 2.20 3.97 -1.23
H: 3.79 1.25 -1.57
H: 0.72 3.24 -1.66
H: 2.13 2.81 -2.53
C: -0.84 -2.13 -0.92
C: 0.03 -0.84 -1.21
C: -3.11 -1.61 0.59
C: -2.00 -1.21 2.84
C: -1.12 -1.50 1.65
O: 0.06 -1.19 1.50
N: -1.66 -1.96 0.43
H: -1.74 -2.15 -1.63
H: -0.38 -3.09 -0.90
H: -0.55 0.05 -0.94
H: -0.04 -0.65 -2.17
H: -3.68 -2.64 0.80
H: -1.96 -0.08 2.91
H: 1.04 -0.70 -0.67
H: -3.32 -0.70 1.25
H: -3.53 -1.28 -0.25
H: -3.02 -1.82 2.71
H: -1.45 -1.23 3.86

four) C8H19NO | ωB97M-V/def2-TZVPD

Computed properties:
Orbital gap, eV: 9.74
SMILES: CNCC(C)(C)C(C)(C)O

Geometry (Å):
C: 1.37 0.55 0.47
C: 0.24 -0.41 -0.07
C: -1.15 0.24 0.13
C: 2.76 0.10 0.01
C: 1.17 2.00 0.02
C: 0.30 -1.73 0.71
C: 0.41 -0.71 -1.56
C: -3.52 -0.01 -0.24
N: -2.22 -0.65 -0.26
O: 1.41 0.51 1.89
H: 0.58 0.85 2.23
H: -2.24 -1.46 0.35
H: -1.26 0.58 1.18
H: -1.23 1.11 -0.52
H: 1.06 2.08 -1.06
H: 2.90 0.30 -1.05
H: 2.93 -0.95 0.21
H: 3.50 0.67 0.57
H: 0.29 2.45 0.49
H: 2.04 2.58 0.32
H: -0.34 -2.47 0.23
H: -0.03 -1.60 1.74
H: 1.31 -2.12 0.74
H: 0.55 0.20 -2.13
H: -0.49 -1.21 -1.91
H: 1.26 -1.36 -1.73
H: -4.28 -0.74 -0.51
H: -3.78 0.42 0.74
H: -3.53 0.79 -0.98

Going by the energies, four) is most stable and the next is 257.7 kJ/mol up.

one) C2H8O3 | ωB97M-V/def2-TZVPD

Computed properties:
Orbital gap, eV: 9.88
SMILES: C=CO.O.O

Geometry (Å):
C: 1.09 -1.89 -1.45
C: 0.88 -2.19 -0.14
O: -0.05 -3.06 0.40
H: 0.28 -2.45 -1.87
H: 1.83 -1.24 -1.76
H: 1.64 -1.86 0.51
H: -0.87 -2.92 -0.19
H: -0.98 3.32 1.54
H: -0.22 3.56 2.95
O: -0.35 3.02 2.20
H: -1.70 2.45 -0.65
H: -0.70 1.17 -0.60
O: -0.85 2.11 -0.94

two) C2H8O3 | ωB97M-V/def2-TZVPD

Computed properties:
Orbital gap, eV: 8.96
SMILES: C=CO.O.O

Geometry (Å):
C: -1.63 1.94 1.36
C: -2.38 0.98 0.75
O: -2.16 0.14 -0.31
H: -2.02 2.56 2.20
H: -0.63 2.13 1.03
H: -3.33 0.69 1.23
H: -1.30 0.11 -0.49
H: 0.16 -1.80 -1.05
H: 1.33 -1.06 -0.67
O: 0.35 -1.01 -0.62
H: 3.80 -2.23 -1.58
H: 4.28 -1.09 -0.60
O: 3.53 -1.37 -1.25

Going by the energies, two) is most stable and the next is 67.4 kJ/mol up.

one) C3H7N5 | ωB97M-V/def2-TZVPD

Computed properties:
Orbital gap, eV: 9.22

Geometry (Å):
C: -0.81 -0.07 -0.42
C: 1.76 -0.40 -0.48
C: 0.74 0.40 1.54
H: -1.45 -1.29 1.13
H: -2.62 -0.29 -0.17
H: -1.78 -0.40 -2.22
H: 2.58 -1.39 0.16
H: 1.31 0.93 -2.32
H: 1.83 0.17 1.82
H: -1.13 1.20 1.65
N: -1.78 -0.36 0.46
N: -1.10 0.08 -1.62
N: 0.58 -0.02 0.22
N: 2.01 0.16 -1.86
N: -0.14 1.29 2.10

two) C3H7N5 | ωB97M-V/def2-TZVPD

Computed properties:
Orbital gap, eV: 7.76

Geometry (Å):
C: 0.92 0.29 1.68
C: 1.67 -1.31 0.17
C: -1.81 0.58 -1.84
N: -1.96 1.22 0.43
N: -0.15 -0.03 -0.47
N: 1.23 0.97 2.64
N: 0.73 -0.24 0.55
N: -1.33 0.67 -0.42
H: 2.69 -0.93 0.15
H: 1.60 -2.14 0.88
H: 1.37 -1.64 -0.82
H: -1.75 -0.45 -2.19
H: -1.18 1.21 -2.46
H: -2.84 0.94 -1.86
H: 0.81 0.86 3.56

Going by the energies, one) is most stable and the next is 21.5 kJ/mol up.